Formula: C2H8N4O2
Source: OMol25
Level of theory: the ωB97M-V functional and the def2-TZVPD basis

Geometry as XYZ:
```
16
Properties=species:S:1:pos:R:3:mulliken_charge:R:1
H -1.66 -1.87 -0.99 0.33
H -1.46 0.53 2.24 0.28
N 0.85 2.03 1.11 -0.30
N -1.83 0.01 1.46 -0.54
H -1.29 0.68 -1.68 0.31
O 1.19 0.29 -0.65 -0.35
N 0.94 0.87 0.95 0.19
H 0.55 2.66 0.35 0.31
H 1.71 -1.66 -0.18 0.25
H 2.35 -1.03 -1.73 0.25
C 2.10 -0.77 -0.69 -0.61
C -1.38 0.06 -0.80 0.07
O -2.14 -1.03 -1.03 -0.48
N -1.49 0.71 0.31 -0.17
H 3.05 -0.53 -0.19 0.26
H -1.48 -0.95 1.50 0.22
```

Its energy above the lowest of the compared OMol25 structures with the same formula, charge and spin is 739.1 kJ/mol. The total charge is 0. The molar mass comes out at 120.1 g mol⁻¹.


Formula: C16H33F3N2NaO6S
Source: OMol25
Level of theory: the ωB97M-V functional and the def2-TZVPD basis

Geometry as XYZ:
```
62
Properties=species:S:1:pos:R:3:mulliken_charge:R:1
H 1.71 1.04 -2.07 0.46
H -1.34 -1.40 3.23 0.38
H -3.16 -3.26 -3.60 0.32
C 0.81 2.17 2.21 -1.00
H 0.82 -1.42 -0.01 0.24
N -0.05 -0.84 -1.24 0.27
O -0.88 1.54 -1.23 -0.55
H -1.72 -1.84 -0.48 0.50
C 1.73 -0.04 2.32 -0.95
O 0.01 2.48 -3.33 -0.79
F -0.73 -0.54 -3.49 -0.30
H -1.60 -3.74 -1.88 0.48
H 0.04 -3.50 -2.43 0.24
H -1.82 2.62 3.44 0.50
O -1.63 -0.23 0.64 -0.91
C 0.64 -1.86 0.98 -1.64
C -1.73 0.33 -3.45 0.55
C 2.10 0.42 -1.26 -1.12
H 3.93 1.68 0.52 0.25
H 3.14 0.27 -1.54 0.50
O -1.45 -2.22 -3.15 -0.08
S -1.18 1.97 -2.59 0.98
H 3.12 2.73 -0.56 0.42
H 2.28 -0.73 2.96 0.51
H 1.51 -2.38 1.37 0.70
H -0.06 -2.33 3.50 0.44
H -0.21 -2.67 -0.03 0.18
H -0.14 -2.57 0.69 0.42
H 0.71 3.17 2.65 0.50
F -2.16 0.62 -4.67 -0.27
F -2.71 -0.23 -2.80 -0.23
H 2.60 1.75 3.24 0.53
C 2.94 2.02 0.25 -1.13
H 1.82 -1.65 -1.90 0.40
H -2.53 -2.26 -4.81 0.25
C -0.26 -1.28 3.28 -2.07
C -1.16 2.62 0.85 -2.00
Na -0.18 0.50 -0.33 -0.12
H -1.06 1.18 4.04 0.27
H 1.74 -1.48 -0.23 0.53
H 2.34 0.15 1.44 0.14
H -0.50 2.50 -0.01 0.42
N -0.50 0.28 1.37 0.76
O 1.92 1.02 0.00 -0.03
H -1.21 3.64 1.23 0.48
H 1.16 1.25 4.07 0.41
H -2.17 2.30 0.59 0.40
C -0.84 -2.98 -2.06 -1.10
C -0.72 -2.11 -0.81 -0.76
O -2.38 2.80 -2.70 -0.77
H 2.65 2.57 1.14 0.53
H -1.57 -3.78 -4.42 0.34
H -0.32 -0.80 -2.21 0.74
H -2.38 0.96 2.93 0.32
C -1.53 1.61 3.15 -2.01
C 0.41 -0.69 1.99 1.68
H 0.10 -0.66 4.10 0.37
C 1.62 1.29 3.09 -0.86
C -0.62 1.62 1.94 2.09
C 1.43 -0.97 -1.14 -0.54
C -2.21 -2.98 -4.05 -1.06
H 1.38 2.31 1.29 -0.23
```

The total charge is -1. The calculation puts the energy at -55773.978 eV. The molar mass comes out at 461.5 g mol⁻¹.


Formula: C3H9NO3
Source: OMol25
Level of theory: the ωB97M-V functional and the def2-TZVPD basis

Geometry as XYZ:
```
16
Properties=species:S:1:pos:R:3:mulliken_charge:R:1
H -1.11 -2.38 1.63 0.35
C -1.03 0.27 -0.39 -0.86
C -1.18 -1.35 1.31 -1.02
H -0.43 -0.86 1.92 0.35
H -0.99 0.41 -1.48 0.41
H -1.99 0.74 -0.17 0.38
H -2.10 -0.95 1.74 0.37
H -1.70 -1.62 -0.61 0.23
H 1.45 -0.12 -0.80 0.44
O 1.29 0.88 -0.27 -0.62
O -0.22 2.35 0.48 -0.61
H 2.70 -1.52 -1.04 0.37
H 1.55 -1.84 -0.14 0.34
C 0.07 1.25 0.08 0.71
N -0.92 -1.17 -0.14 -0.27
O 1.74 -1.40 -0.98 -0.58
```

The SMILES is CNCC(=O)O.O. Its energy above the lowest of the compared OMol25 structures with the same formula, charge and spin is 170.2 kJ/mol. The total charge is 0. The molar mass comes out at 107.1 g mol⁻¹.


Formula: C28H54F3N6O3
Source: OMol25
Level of theory: the ωB97M-V functional and the def2-TZVPD basis

Geometry as XYZ:
```
94
Properties=species:S:1:pos:R:3:lowdin_spin:R:1
H -1.53 -1.09 -10.92 0.00
H 1.75 -0.69 1.54 0.00
C -4.35 -0.73 7.18 0.01
C 2.39 -0.77 -7.91 0.01
H -0.46 0.28 -11.14 0.00
O 3.72 0.40 -1.67 0.00
N 3.34 2.71 2.34 0.00
H 1.40 -2.70 -7.93 0.00
C -0.36 0.85 7.51 0.00
C -1.28 -1.59 -8.42 0.00
N -1.90 -0.92 6.62 0.37
H 3.00 0.99 -3.43 0.00
H 1.65 -1.25 3.23 0.00
C 0.68 -0.57 -6.10 0.00
C 0.16 0.20 2.73 0.00
H 5.40 2.76 1.73 0.00
C -3.23 -1.62 6.65 0.03
C 0.88 -1.60 -9.72 0.01
H 1.35 -0.48 -5.25 0.00
H 2.47 1.94 -7.56 0.00
H -0.91 -1.98 -7.47 0.00
H 3.06 -1.07 -7.11 0.00
H -0.06 -1.45 8.66 0.00
H -4.61 0.03 6.42 0.00
H -4.81 0.66 8.76 0.00
H -1.56 -2.46 -9.01 0.00
H 0.49 0.30 7.09 0.00
H -0.03 1.33 8.43 0.00
F 1.17 -0.54 -1.20 0.00
H -3.24 -2.70 8.59 0.00
C -0.80 -0.84 2.05 0.00
H 3.45 0.12 -0.78 0.00
C 1.52 -0.12 -2.41 0.00
H 2.97 3.07 -2.14 0.00
C 1.28 0.11 -7.35 0.03
N 0.21 0.40 -8.35 0.35
N 3.84 2.63 0.31 0.00
H 2.70 -2.55 -9.08 0.00
H -0.08 1.29 0.91 0.00
H 2.60 1.17 -6.00 0.00
H -0.63 1.64 6.82 0.00
H 3.42 2.75 3.35 0.00
H 3.00 -0.19 -8.62 0.00
H 0.48 -2.49 -10.20 0.00
H -2.21 -3.44 7.35 0.00
H -2.89 1.59 7.61 0.00
H -1.23 -1.54 2.77 0.00
C -2.70 0.76 8.31 0.02
C 1.58 -0.37 2.58 0.00
F 0.47 0.37 -3.07 0.00
C -1.00 -0.98 8.95 0.00
C 2.53 2.56 0.40 0.00
H 0.52 -1.64 -6.22 0.00
C 1.87 -2.01 -8.63 0.00
H -5.26 -1.33 7.32 0.00
H 2.37 0.32 2.89 0.00
H -1.07 1.87 2.23 0.00
H -4.52 -2.75 5.34 0.00
H -3.96 -3.58 7.29 0.00
O -1.87 -0.16 5.57 0.53
C -3.14 -2.90 7.53 0.00
O 0.64 1.34 -9.14 0.56
H -3.83 -1.34 4.56 0.00
H 1.43 -1.06 -10.50 0.00
C -0.06 1.52 1.98 0.00
C -4.00 -0.02 8.48 0.00
H -0.18 0.25 3.78 0.00
C 1.90 1.40 -6.80 0.00
H 0.42 3.63 2.22 0.00
C 4.34 2.71 1.51 0.00
C -1.08 -0.24 -10.41 0.00
F 1.95 -1.17 -3.08 0.00
C 0.89 2.66 2.38 0.00
H 1.13 2.07 -6.41 0.00
H -0.82 -0.39 9.84 0.00
H -2.19 -1.03 -8.21 0.00
H -2.44 1.23 9.26 0.00
N 2.19 2.64 1.69 0.00
H -2.83 -2.78 4.85 0.00
H -1.88 0.44 -10.10 0.00
C -1.53 -0.09 7.81 0.03
C -0.27 -0.73 -9.20 0.03
H -1.65 -0.27 1.64 0.00
H -0.27 -0.11 -5.81 0.00
H -0.32 -1.33 1.20 0.00
C 2.19 2.33 -2.00 0.00
H -3.91 -0.74 9.30 0.00
H 0.68 2.44 -0.50 0.00
C 2.65 0.92 -2.40 0.00
H -1.68 -1.78 9.25 0.00
H 1.09 2.57 3.45 0.00
H 1.39 2.61 -2.68 0.00
N 1.68 2.45 -0.62 0.00
C -3.61 -2.15 5.27 0.00
```

Its multiplicity is 3. Its expectation value of S² is 2.008. The total charge is +1. The calculation puts the energy at -53137.979 eV. The molar mass comes out at 579.8 g mol⁻¹.


Formula: C25H25N5PPtS2Se2
Source: OMol25
Level of theory: the ωB97M-V functional and the def2-TZVPD basis

Geometry as XYZ:
```
61
Properties=species:S:1:pos:R:3:mulliken_charge:R:1
C -3.27 -2.35 2.02 -0.22
H -1.38 -4.65 1.55 0.21
C 3.92 -1.11 -2.90 0.05
C -0.78 3.36 -0.56 0.74
C 2.51 -5.34 0.04 -0.52
C 3.96 4.69 -3.22 -0.54
C -0.90 -2.63 1.16 0.39
C 0.94 4.78 0.47 -1.37
C 3.03 2.35 -2.07 1.11
C 5.05 -1.83 -3.26 -0.81
C 1.09 -3.00 0.39 0.32
H 3.00 -1.20 -3.47 0.36
C 3.07 -4.10 -0.30 -0.64
C 6.21 -1.72 -2.51 -0.45
H 1.64 4.66 1.30 0.37
C 3.26 2.41 -3.44 -0.59
C 0.54 -4.25 0.73 0.46
H -3.19 1.12 1.98 0.47
H 2.81 -1.96 -0.37 0.31
Se 0.69 0.04 -2.31 -0.43
H 4.35 5.60 -3.67 0.40
H 3.10 -6.24 -0.11 0.40
C -3.05 0.05 1.94 -0.14
C 2.38 -2.92 -0.13 -0.04
H -3.10 4.40 -1.99 0.34
C -2.06 -1.89 1.58 0.05
H -2.09 3.28 -2.90 0.37
S -1.70 1.91 -0.55 -0.49
H -0.59 5.21 -1.31 0.22
Se 2.23 0.91 0.81 -0.66
H 1.52 5.02 -0.42 0.41
S -4.30 -1.04 2.39 -0.09
H -1.94 5.02 -3.17 0.34
H 0.27 5.61 0.71 0.47
H 0.82 -6.39 0.84 0.39
C 5.12 -0.18 -1.02 -0.26
H -3.60 -3.37 2.13 0.36
H 5.12 0.44 -0.13 0.42
C 1.24 -5.44 0.57 -1.22
H 0.42 2.76 0.91 0.06
C 3.25 3.47 -1.28 -0.58
H 3.92 3.61 -5.08 0.42
H 3.08 3.41 -0.21 0.52
P 2.52 0.75 -1.35 0.10
C -2.11 4.25 -2.43 -1.01
Pt -0.20 0.13 0.19 0.82
H 7.15 -0.83 -0.80 0.43
H 3.88 5.52 -1.25 0.47
H 7.09 -2.28 -2.80 0.41
N -0.72 -3.97 1.22 0.02
C 3.73 3.58 -4.01 -0.73
H 3.07 1.53 -4.05 0.37
N -1.07 4.33 -1.42 -0.22
H 5.01 -2.48 -4.12 0.41
C 6.24 -0.90 -1.39 -0.74
N -1.96 -0.52 1.55 -0.35
N 0.20 3.55 0.32 0.09
C 3.71 4.65 -1.86 -0.57
C 3.96 -0.28 -1.78 0.26
H 4.07 -4.06 -0.72 0.48
N 0.16 -2.02 0.67 -0.13
```

Its energy above the lowest of the compared OMol25 structures with the same formula, charge and spin is 75.1 kJ/mol. The total charge is +1. The molar mass comes out at 843.6 g mol⁻¹.


Formula: C29H62N2O11S
Source: OMol25
Level of theory: the ωB97M-V functional and the def2-TZVPD basis

Geometry as XYZ:
```
105
Properties=species:S:1:pos:R:3:mulliken_charge:R:1
H 4.52 -9.11 4.26 0.38
H 2.82 -9.18 4.76 0.32
H 0.40 7.24 -4.87 0.39
H -5.45 -1.40 2.76 0.30
N -0.09 0.18 4.16 -0.31
O 0.10 -3.68 1.77 -0.54
C 2.92 1.23 -5.66 -1.19
H -4.85 -4.01 3.88 -0.05
H 0.06 -2.28 -4.87 0.30
O -1.80 1.11 -1.04 -0.55
H -1.68 -2.62 -8.19 0.39
H 1.45 3.30 -6.09 0.27
C 4.30 -6.84 2.67 -1.29
O -5.04 -1.38 3.63 -0.41
H 3.80 7.15 -3.24 0.32
C -0.62 4.05 -0.19 0.23
H -5.36 -2.18 5.47 0.25
C -1.72 2.19 -0.56 0.08
H -0.78 -0.98 -5.69 0.30
H -2.94 0.90 1.40 0.41
C 2.73 7.29 -3.37 -1.34
H -1.19 -5.93 1.02 0.41
H 1.19 -0.78 -7.11 0.19
H 0.25 -6.33 1.95 0.31
H -4.10 2.14 1.14 0.64
C -1.51 3.83 0.97 -0.31
H -0.95 -1.01 -8.27 0.30
C 0.13 -2.41 -7.02 0.40
O -1.11 3.27 -1.20 -0.22
C -2.13 -3.96 2.70 -1.36
C -0.75 -5.93 2.03 -1.40
C -0.70 0.98 3.40 0.24
C 3.47 2.74 -7.59 -1.37
C 2.42 1.85 -6.95 0.43
C -7.24 -1.62 4.60 -1.37
C 0.21 -0.46 2.16 -0.10
H -7.72 -1.59 3.62 0.34
H 0.38 -3.47 -7.02 0.32
H 3.09 3.18 -8.51 0.33
H 2.69 4.98 2.95 0.35
H 3.80 4.85 5.29 0.37
O 2.40 4.90 -3.52 -0.47
H 0.12 6.32 -3.38 0.25
H 0.22 5.48 -4.92 0.25
H -6.29 -3.63 2.95 0.34
H -3.73 3.11 3.26 0.46
O 0.39 4.69 -0.25 -0.52
C -3.17 2.21 3.06 -0.98
O -0.56 0.66 2.11 0.04
H 3.16 2.01 -4.93 0.37
H 2.14 1.06 -7.66 0.44
H -7.21 -0.60 4.98 0.33
H 2.28 7.32 -2.37 0.29
C 3.62 -8.51 4.42 -1.32
C -5.84 -2.20 4.49 0.37
O 1.70 3.24 4.75 -0.49
C -2.15 2.70 0.77 0.62
H 2.55 8.25 -3.86 0.39
H 2.78 4.69 6.71 0.35
H 3.81 -7.80 5.23 0.35
H -1.34 -6.59 2.66 0.37
O 1.23 2.59 -6.70 -0.54
H -6.45 -4.28 4.59 0.40
H -0.22 -2.35 -9.15 0.32
H 2.16 0.59 -5.21 0.31
H 1.98 4.92 -2.65 0.30
C 2.84 5.14 5.72 -1.45
C 1.76 5.27 3.45 -0.92
H -1.52 -2.59 -5.62 0.41
C -0.74 -2.08 -8.23 -1.25
H -0.31 -3.65 0.90 0.35
H -0.25 -4.53 3.57 0.24
H -1.63 4.45 1.83 0.65
H 3.82 0.63 -5.83 0.37
H 2.17 -6.40 4.08 0.31
C 0.63 6.31 -4.35 -1.12
H 2.62 6.08 -5.14 0.31
C 1.69 4.66 4.84 0.51
H 2.53 2.97 4.34 0.32
C 3.20 -7.78 3.16 0.38
C 2.13 6.14 -4.17 0.47
S -1.58 2.38 3.91 -0.15
N 0.51 -0.76 3.34 -0.37
H 0.47 -0.96 1.26 0.52
H -2.75 -4.57 3.35 0.31
H 3.98 -6.32 1.77 0.32
C -0.57 -2.05 -5.72 -1.26
H -3.67 1.38 3.51 0.50
H 3.72 3.56 -6.91 0.27
H 4.51 -6.08 3.43 0.33
H 5.22 -7.39 2.46 0.39
H 2.96 -8.50 2.38 0.27
C -3.13 1.94 1.56 -0.94
C -0.72 -4.52 2.59 0.52
O 2.00 -7.05 3.39 -0.42
H 1.72 6.36 3.49 0.40
H -2.11 -2.94 3.10 0.37
H -7.87 -2.21 5.27 0.40
H -2.60 -3.91 1.71 0.33
O 1.38 -1.72 -7.11 -0.52
H 4.38 2.19 -7.81 0.38
H 0.74 4.92 5.31 0.25
H 0.93 4.92 2.84 -0.03
H 2.83 6.23 5.83 0.38
C -5.86 -3.62 3.96 -0.83
```

The SMILES is O=C1C=C(CCSc2nnco2)C(=O)O1.CC(C)O.CC(C)O.CC(C)O.CC(C)O.CC(C)O.CC(C)O.CC(C)O. The total charge is 0. The calculation puts the energy at -67414.880 eV. The molar mass comes out at 646.9 g mol⁻¹.


Formula: C16H24AuN6
Source: OMol25
Level of theory: the ωB97M-V functional and the def2-TZVPD basis

Geometry as XYZ:
```
47
Properties=species:S:1:pos:R:3:mulliken_charge:R:1
H -0.75 3.07 2.19 0.51
H -3.22 2.47 2.50 0.52
H -0.88 -1.90 -3.12 0.48
H -4.59 -1.05 0.44 0.53
Au 0.36 -0.28 0.30 0.77
H 1.46 2.04 1.47 0.33
H 1.72 1.80 -1.57 0.21
H 0.61 2.94 -2.31 0.48
C -3.80 -0.38 0.75 -1.00
H -0.61 3.18 -0.15 0.42
H 0.99 -0.31 -2.70 0.32
C -0.99 -1.10 -2.38 -0.72
C 4.78 -1.65 -0.72 -0.25
H 5.21 0.49 -0.81 0.47
H 2.92 1.11 -0.22 0.53
H 5.78 -1.96 -1.01 0.46
C -2.50 -0.67 0.41 1.16
H -1.89 -2.70 0.49 0.41
C 0.42 2.81 -0.16 -0.71
H -2.02 -0.75 -2.43 0.37
H -0.30 -2.60 -1.11 0.42
N -0.21 1.07 -1.69 -0.19
N -1.50 0.18 0.79 0.19
C 2.55 -2.19 -0.05 1.13
C 4.48 -0.28 -0.62 -1.03
N 0.57 1.87 1.01 -0.39
H -0.18 1.59 2.96 0.41
N 1.61 -3.10 0.32 -0.41
C 3.21 0.07 -0.28 -0.18
H 0.86 -2.85 0.94 0.15
N 2.23 -0.87 -0.03 0.03
H -5.09 0.99 1.78 0.48
H -1.18 1.37 -1.62 0.32
H 1.88 -4.08 0.36 0.26
C -1.74 1.28 1.54 1.15
C 3.83 -2.59 -0.44 -0.90
C -2.06 -1.93 -0.27 -1.25
C 0.70 2.18 -1.53 -0.65
H 4.06 -3.64 -0.46 0.38
C -0.52 2.02 2.01 -1.23
C -0.04 0.04 -2.72 -0.78
N -0.79 -1.71 -1.01 -0.35
H -0.25 0.40 -3.73 0.48
H -2.83 -2.32 -0.93 0.51
C -4.07 0.76 1.50 -0.35
C -3.03 1.59 1.90 -0.99
H 1.07 3.67 0.00 0.50
```

The total charge is +3. The calculation puts the energy at -29586.638 eV. The molar mass comes out at 497.4 g mol⁻¹.


Formula: C25H50NO12S
Source: OMol25
Level of theory: the ωB97M-V functional and the def2-TZVPD basis

Geometry as XYZ:
```
89
Properties=species:S:1:pos:R:3:mulliken_charge:R:1
O -1.46 -0.02 1.97 -0.39
H -3.15 0.02 3.20 0.37
C -2.43 -2.28 1.73 -1.11
O 3.53 2.29 -4.13 -0.67
H -3.29 -0.32 -6.22 0.37
C 3.51 6.75 2.29 -1.01
H 3.35 -1.02 4.38 0.38
C 1.45 1.52 -2.74 -0.21
H 2.97 3.70 -1.75 0.35
C -2.07 0.19 3.25 -0.45
H 1.11 0.94 -3.59 0.35
H -0.88 -5.20 -0.55 0.24
H 3.17 6.12 3.11 0.28
C -4.99 -1.18 -4.54 -0.63
C 2.50 6.81 1.17 -0.44
H -4.98 -3.23 -5.16 0.42
C 2.13 0.46 5.48 0.74
H 1.55 1.52 -0.65 0.13
H -1.56 -1.70 4.18 0.32
C 4.37 -1.17 7.16 -0.97
O -2.77 1.32 -3.45 -0.65
H -0.75 3.69 -1.57 0.52
H -0.94 1.03 -2.24 -0.04
H -0.23 4.40 2.36 0.29
O -1.25 -1.04 0.07 -0.53
H -5.97 -1.23 -4.07 0.34
H 1.11 3.66 -3.15 0.36
O 3.76 0.40 -2.57 -0.66
C -4.36 -2.56 -4.58 -0.71
H -1.86 -0.37 5.31 0.42
C -1.43 -0.63 4.35 -0.86
H -0.36 -0.43 4.40 0.05
H -2.81 -7.52 -4.62 0.32
C 1.03 0.94 -1.40 -0.60
C -3.22 0.46 -4.17 0.84
O 2.29 5.52 0.56 -0.42
H 3.69 7.75 2.68 0.38
H -3.10 -2.06 2.56 0.37
O -4.25 -0.25 -3.72 -0.33
H 2.78 -2.08 5.99 0.33
H -3.00 -2.73 0.92 0.27
H -1.93 1.26 3.44 0.38
N 0.80 2.83 -2.66 0.07
O -3.27 -4.58 -1.26 -0.55
H -0.40 -5.90 -2.09 0.33
C -1.71 -1.08 1.19 0.87
H -1.12 -7.53 -5.14 0.38
C 3.56 2.81 -1.61 -1.10
H -4.25 -2.96 -3.57 0.23
H 3.38 2.38 -0.64 0.24
C -1.81 -7.20 -4.36 -1.07
O 2.19 -0.19 6.66 -0.35
C -2.61 0.15 -5.52 -1.10
H -2.25 1.08 -5.95 0.37
H 2.51 0.19 3.41 0.20
C 2.91 -1.41 6.85 -0.40
H 1.17 -0.12 -1.27 0.46
C -1.23 -5.80 -1.39 -0.99
H -1.69 -3.01 2.07 0.26
H -3.37 -2.53 -5.03 0.18
H -5.14 -0.76 -5.53 0.39
C -0.19 2.81 -1.84 -0.43
O 1.40 1.40 5.37 -0.55
H -1.52 -7.69 -3.43 0.28
H 4.88 -2.11 7.36 0.36
H 4.89 -0.68 6.33 0.27
H -1.76 -0.51 -5.36 0.24
C -0.43 1.45 -1.37 0.01
H -1.02 1.27 -0.50 0.31
H 1.55 7.24 1.48 0.38
O -2.71 -5.20 -3.28 -0.30
C 0.77 4.84 2.39 -1.18
S 3.24 1.68 -2.88 1.33
H 4.45 6.34 1.93 0.31
H -1.51 -6.79 -1.03 0.30
H -2.06 -5.23 -5.18 0.33
H 0.67 5.88 2.68 0.40
H 2.43 -1.88 7.70 0.34
C 1.43 4.62 1.05 0.76
O 1.24 3.62 0.40 -0.42
H 2.88 7.43 0.35 0.34
H 1.35 4.32 3.15 0.31
H 4.47 -0.52 8.03 0.30
C -1.76 -5.69 -4.24 -0.40
C 3.04 0.03 4.35 -0.93
H -0.76 -5.32 -4.01 0.38
H 4.61 3.07 -1.70 0.60
H 3.93 0.65 4.36 0.30
C -2.46 -5.14 -1.96 0.78
```

The total charge is +1. The calculation puts the energy at -63625.138 eV. The molar mass comes out at 588.7 g mol⁻¹.


> total charge of number 2 (C16H33F3N2NaO6S)?

-1


> Which value of molar mass does entry 4 give?

579.8 g mol⁻¹